{"formula": "C24H64F6O24PS8", "method": "ωB97M-V/def2-TZVPD", "species": ["P", "F", "F", "F", "F", "F", "F", "O", "S", "O", "O", "C", "C", "C", "H", "H", "H", "H", "H", "H", "H", "H", "O", "S", "O", "O", "C", "C", "C", "H", "H", "H", "H", "H", "H", "H", "H", "O", "S", "O", "O", "C", "C", "C", "H", "H", "H", "H", "H", "H", "H", "H", "O", "S", "O", "O", "C", "C", "C", "H", "H", "H", "H", "H", "H", "H", "H", "O", "S", "O", "O", "C", "C", "C", "H", "H", "H", "H", "H", "H", "H", "H", "O", "S", "O", "O", "C", "C", "C", "H", "H", "H", "H", "H", "H", "H", "H", "O", "S", "O", "O", "C", "C", "C", "H", "H", "H", "H", "H", "H", "H", "H", "O", "S", "O", "O", "C", "C", "C", "H", "H", "H", "H", "H", "H", "H", "H"], "positions_angstrom": [[-0.410, 0.399, -0.846], [-1.890, 0.802, -0.350], [0.178, 0.664, 0.624], [-0.568, -1.154, -0.508], [1.088, 0.253, -1.460], [-0.981, 0.182, -2.317], [-0.209, 1.960, -1.173], [1.919, -4.501, -1.504], [0.770, -3.945, -0.884], [-0.487, -3.767, -1.612], [0.465, -4.785, 0.543], [-0.692, -4.359, 1.246], [-0.419, -5.201, 2.473], [1.345, -2.332, -0.180], [-1.627, -4.454, 0.695], [-0.503, -3.320, 1.517], [-0.860, -6.177, 2.272], [-0.729, -4.846, 3.456], [0.636, -5.462, 2.562], [2.163, -2.440, 0.532], [0.527, -1.725, 0.209], [1.710, -1.827, -1.074], [-4.412, 2.008, 2.925], [-3.365, 1.117, 3.427], [-3.507, -0.312, 3.321], [-1.874, 1.509, 2.792], [-1.713, 1.735, 1.375], [-2.377, 3.155, 1.066], [-3.106, 1.617, 5.212], [-1.958, 0.902, 0.716], [-0.664, 1.851, 1.101], [-2.165, 3.753, 1.952], [-3.433, 2.981, 0.857], [-1.923, 3.665, 0.216], [-2.177, 1.212, 5.615], [-3.979, 1.342, 5.803], [-2.966, 2.697, 5.250], [1.410, -1.191, 1.371], [0.525, -1.387, 2.479], [-0.063, -2.726, 2.799], [1.285, -0.767, 3.740], [0.483, -0.900, 5.010], [1.306, -0.276, 6.121], [-0.776, -0.109, 2.299], [0.509, -1.952, 5.291], [-0.522, -0.513, 5.176], [1.499, 0.777, 5.919], [2.242, -0.797, 6.325], [0.790, -0.303, 7.081], [-1.068, -0.151, 1.250], [-0.585, 0.899, 2.667], [-1.737, -0.372, 2.741], [2.952, 4.916, -1.465], [2.488, 3.914, -0.566], [3.067, 3.798, 0.786], [0.916, 4.296, -0.344], [0.260, 3.620, 0.758], [-0.134, 4.656, 1.726], [2.175, 2.321, -1.323], [0.840, 2.852, 1.269], [-0.565, 3.127, 0.244], [-0.700, 5.400, 1.165], [0.620, 5.108, 2.371], [-0.976, 4.274, 2.302], [1.633, 2.502, -2.252], [1.594, 1.714, -0.628], [3.163, 1.898, -1.502], [1.097, -0.212, -4.882], [0.192, -1.322, -4.397], [-1.250, -1.226, -4.586], [0.727, -2.722, -5.054], [0.547, -2.924, -6.455], [-0.048, -4.360, -6.536], [0.535, -1.665, -2.565], [1.508, -2.893, -6.969], [-0.070, -2.213, -7.004], [-0.638, -4.503, -7.442], [-0.856, -4.312, -5.807], [0.667, -5.173, -6.411], [1.424, -2.291, -2.489], [-0.359, -2.149, -2.171], [0.624, -0.674, -2.119], [2.580, 2.747, -5.544], [1.813, 3.843, -5.005], [0.987, 4.755, -5.799], [1.073, 3.465, -3.575], [0.115, 2.488, -3.553], [-1.041, 3.047, -2.661], [3.016, 4.872, -4.216], [0.477, 1.555, -3.121], [-0.232, 2.238, -4.556], [-0.709, 3.468, -1.712], [-1.789, 2.329, -2.323], [-1.583, 3.847, -3.165], [3.339, 5.546, -5.009], [3.807, 4.188, -3.911], [2.608, 5.395, -3.351], [4.918, 1.180, -1.072], [4.395, 0.725, 0.173], [5.176, 0.090, 1.263], [3.454, 1.926, 0.846], [2.474, 1.641, 1.889], [3.080, 0.890, 3.070], [2.945, -0.418, -0.287], [1.603, 1.172, 1.431], [2.037, 2.545, 2.314], [3.156, -0.182, 2.886], [2.362, 1.111, 3.861], [3.983, 1.333, 3.489], [2.652, -0.882, 0.655], [3.458, -1.129, -0.935], [2.182, 0.213, -0.742], [-5.089, -0.454, 0.425], [-4.166, -1.452, 0.947], [-4.339, -2.037, 2.270], [-4.055, -2.749, -0.136], [-3.255, -3.915, 0.211], [-3.851, -5.114, -0.589], [-2.411, -0.913, 0.757], [-3.294, -4.012, 1.296], [-2.273, -3.599, -0.138], [-4.311, -4.913, -1.556], [-4.444, -5.903, -0.126], [-3.019, -5.700, -0.982], [-2.363, -0.301, 1.657], [-2.223, -0.362, -0.164], [-1.783, -1.764, 1.021]], "forces_ev_per_angstrom": [[1.2, 2.6, -3.3], [1.4, 3.4, -14.7], [3.6, -0.5, -5.4], [-2.1, 3.3, -1.4], [-2.7, 3.0, 0.6], [-1.2, 0.3, 0.8], [0.2, -3.7, 3.3], [0.2, -1.2, -0.5], [-0.7, 1.2, 2.7], [0.7, -2.2, 1.5], [1.4, 0.5, -4.4], [0.9, -0.5, 0.4], [-1.0, -1.5, 0.8], [-0.3, -4.8, -3.4], [1.8, -1.5, 0.9], [-1.3, -1.3, -1.6], [-0.3, -0.2, 0.3], [-0.4, 0.1, -0.3], [0.1, 0.6, -0.1], [-0.3, -2.2, -1.4], [1.9, -3.6, -1.4], [0.0, -0.7, 1.2], [1.7, -1.6, 0.6], [-0.9, 2.8, 0.7], [0.4, 2.3, 1.5], [-5.6, 4.4, 3.3], [-2.2, 6.6, 3.1], [-1.3, -2.2, -0.1], [0.6, 0.2, -1.1], [-1.9, 3.0, 8.0], [-1.8, 0.9, 2.3], [-1.5, -0.4, -0.6], [-0.1, 0.5, 0.3], [-0.9, -0.1, 0.0], [-0.2, -0.5, -0.1], [0.1, -0.2, -0.4], [-0.3, 0.0, -0.3], [-0.9, 3.0, 9.0], [-2.9, 0.8, 2.9], [3.0, 5.3, 1.8], [-2.4, -1.3, 1.6], [2.1, -1.0, 1.6], [0.5, 0.7, 0.2], [2.8, -4.8, 2.0], [-0.6, -0.2, -0.7], [-0.2, 0.2, -1.6], [0.2, 0.0, 0.0], [0.1, 0.1, -0.4], [-0.5, -0.1, -0.1], [1.9, -0.5, 3.3], [3.2, -2.2, 0.2], [2.2, -1.5, 1.7], [0.5, -0.2, 0.0], [-1.4, 0.3, 3.2], [-1.9, 5.3, -3.3], [1.4, -0.2, 0.2], [1.0, 0.3, -1.0], [-1.6, 0.8, 0.7], [1.7, 1.4, 0.3], [0.1, 0.6, -0.9], [1.4, 1.2, 0.8], [0.5, 0.6, -0.1], [0.2, -0.2, -0.4], [1.4, 0.2, 0.9], [1.0, 0.0, 1.2], [1.4, 2.0, -0.1], [-0.5, 0.1, -0.4], [-2.5, -2.7, 1.0], [1.7, 1.2, 0.7], [1.4, 0.0, -0.4], [-0.2, 1.5, 0.6], [0.2, -1.9, -0.9], [-1.0, 1.4, -0.4], [-0.8, -0.8, -5.0], [0.3, 0.1, 0.3], [-0.4, 0.2, 0.7], [0.5, 0.0, -0.5], [0.3, -0.6, 0.5], [-0.1, 0.2, 0.3], [-0.3, 0.2, -1.2], [0.8, 0.3, -1.3], [0.5, -4.6, -3.9], [-1.6, 0.0, -0.2], [1.3, 2.5, 1.0], [0.3, -2.2, 0.7], [1.7, 1.8, -2.4], [-3.5, -1.1, 0.4], [-1.5, 1.9, -1.6], [0.0, -0.1, -0.3], [0.3, 0.4, -0.7], [-0.1, 0.0, 0.0], [0.0, 1.1, -1.4], [-0.1, 0.1, -0.9], [0.1, 0.0, -0.6], [0.2, 0.0, 0.1], [0.0, 0.3, 0.1], [0.0, -0.1, -0.5], [1.3, 1.0, 0.3], [-3.8, -3.6, 3.5], [-0.5, 1.5, -2.4], [2.5, -4.8, 0.1], [1.4, -1.0, 0.6], [-0.6, 0.7, 0.2], [5.6, 1.6, 1.3], [1.3, -0.3, 0.6], [1.2, 0.4, -0.4], [0.5, 0.5, 0.3], [0.0, -0.5, 0.1], [0.4, 0.0, -0.8], [1.8, 1.1, -1.4], [-0.2, 0.1, -0.3], [3.5, -1.2, 1.8], [1.1, -1.5, 0.5], [1.2, -2.3, -1.0], [-0.8, -0.6, -2.4], [-1.8, 1.7, 0.6], [-2.4, 1.2, -1.3], [1.4, -0.7, -0.5], [-6.5, -4.5, 2.2], [0.0, -0.3, 0.0], [-0.8, -0.3, -0.5], [-0.3, 1.0, 0.4], [-0.3, 0.7, 0.7], [0.6, -0.1, 0.3], [-2.4, -0.9, -2.4], [-3.1, -5.3, 1.8], [-0.9, -0.4, -0.2]], "spin_multiplicity": 1, "lumo_ev": 1.405, "mol_weight_g_mol": 1138.25, "homo_energy_ev": -7.08, "gap_ev": 8.481, "charge": -1, "max_force_ev_per_a": 15.13}



{"formula": "C4H11OS", "method": "ωB97M-V/def2-TZVPD", "species": ["C", "C", "C", "C", "O", "S", "H", "H", "H", "H", "H", "H", "H", "H", "H", "H", "H"], "positions_angstrom": [[-1.426, -0.567, 1.587], [1.944, 0.363, -0.630], [-0.777, 0.676, -1.536], [-0.126, -0.934, 0.883], [0.176, 1.592, 0.806], [0.261, 0.532, -0.104], [-1.449, 0.411, 1.862], [-2.100, -0.885, 0.877], [-1.477, -1.216, 2.548], [2.640, 1.059, -0.126], [2.266, 0.672, -1.656], [2.365, -0.660, -0.568], [-1.708, 1.093, -1.312], [-1.060, -0.303, -2.019], [-0.210, 1.011, -2.481], [0.085, -1.853, 0.264], [0.596, -0.994, 1.604]], "forces_ev_per_angstrom": [[1.4, -4.7, 1.3], [2.4, -0.2, -1.7], [1.7, -2.3, -3.1], [-0.3, -0.1, -2.3], [-0.5, 2.9, 1.1], [1.6, -2.2, -0.8], [-0.2, 2.7, 0.6], [-2.7, -0.2, -0.8], [-0.2, 1.0, -1.7], [-1.0, -0.3, 0.9], [-1.4, -0.2, 0.2], [-0.7, 0.4, 0.4], [-1.1, 1.4, 0.5], [0.4, 0.1, 1.3], [-0.7, 0.7, 1.9], [-1.3, 0.7, 0.5], [2.6, 0.5, 1.7]], "spin_multiplicity": 1, "lumo_ev": -3.070, "mol_weight_g_mol": 107.20, "homo_energy_ev": -16.19, "gap_ev": 13.122, "charge": 1, "max_force_ev_per_a": 5.13}



{"formula": "CH2O2", "method": "ωB97M-V/def2-TZVPD", "species": ["O", "C", "O", "H", "H"], "positions_angstrom": [[-1.060, 0.212, -0.456], [0.132, -0.199, -0.293], [1.242, 0.182, -0.732], [-0.468, 0.929, 1.075], [0.154, -1.124, 0.405]], "forces_ev_per_angstrom": [[1.0, 2.4, 2.6], [0.3, -1.4, 1.0], [-0.7, -0.4, 0.0], [-1.6, -1.1, -2.8], [1.0, 0.5, -0.8]], "spin_multiplicity": 2, "lumo_ev": [-10.255, -10.813], "mol_weight_g_mol": 46.03, "homo_energy_ev": [-19.37, -19.29], "gap_ev": [9.116, 8.481], "charge": 1, "max_force_ev_per_a": 3.67}



{"formula": "C6H9N", "method": "ωB97M-V/def2-TZVPD", "species": ["C", "C", "C", "C", "C", "C", "N", "H", "H", "H", "H", "H", "H", "H", "H", "H"], "positions_angstrom": [[1.696, 1.126, 1.134], [0.617, 0.337, 0.430], [0.851, -0.815, -0.146], [1.008, -1.957, -0.760], [-1.832, -0.101, 0.031], [-0.783, 0.923, 0.367], [-2.675, 0.095, -0.897], [1.715, 2.164, 0.781], [2.681, 0.686, 0.963], [1.518, 1.155, 2.217], [0.886, -2.906, -0.241], [1.254, -1.992, -1.818], [-1.804, -1.016, 0.640], [-0.830, 1.718, -0.387], [-1.032, 1.382, 1.335], [-3.307, -0.704, -0.971]], "forces_ev_per_angstrom": [[0.1, 0.0, 0.0], [0.0, -0.2, -0.1], [0.0, 0.0, 0.0], [0.0, 0.1, 0.0], [-0.1, 0.1, -0.1], [-0.1, 0.0, 0.0], [0.2, -0.2, 0.3], [0.0, -0.2, 0.0], [-0.2, 0.1, 0.0], [0.0, 0.0, -0.2], [0.0, 0.1, 0.0], [0.0, 0.0, 0.1], [-0.1, 0.1, -0.1], [0.0, -0.1, 0.1], [0.1, -0.1, -0.1], [0.0, 0.1, 0.0]], "spin_multiplicity": 1, "lumo_ev": 1.035, "mol_weight_g_mol": 95.14, "smiles": "[H]/N=C/CC(C)=C=C", "homo_energy_ev": -9.31, "gap_ev": 10.343, "max_force_ev_per_a": 0.41}



What are the energy relative to the best compared isomer or geometry (same formula, charge and spin) values for these records? In order: 4055.39; 109.50; 419.47; 211.95 kJ/mol.